No. 1
ORCA calculation (the ωB97M-V functional and the def2-TZVPD basis) on one molecule with the formula C4HBr2ClF2 at a distorted geometry.

The geometry in XYZ format:
```
10
Properties=species:S:1:pos:R:3:forces:R:3:mulliken_charge:R:1
C 0.006263 -0.058858 -0.120325 0.75 0.35 3.06 0.261
C 0.271985 -0.094874 1.070230 0.07 -0.07 0.06 -0.855
C 0.978479 0.034014 3.953735 0.19 -0.25 -3.33 0.110
C 0.471818 -0.625718 2.513243 -0.25 -0.69 0.36 0.694
F 1.291371 -1.701496 2.369836 0.19 0.16 0.01 -0.217
F -0.748689 -1.131168 2.853519 -0.12 0.22 0.05 -0.226
Cl -0.028743 1.085137 4.673528 -0.36 -0.02 0.43 -0.001
Br -0.332002 3.444900 3.644955 0.00 0.31 -0.11 -0.215
Br 2.827758 0.164488 4.155590 -0.33 0.03 0.07 -0.004
H -0.204516 0.136459 -1.130814 -0.13 -0.04 -0.59 0.452
```
Forces are in eV/Å.

The value obtained for the orbital gap (alpha / beta) is 0.3096 / 0.2537 Eh. The calculation puts the maximum force at 3.3 eV Å⁻¹. The calculation puts the HOMO energy (alpha / beta) at -0.375 / -0.347 Ha. For the energy above the lowest of the compared OMol25 structures with the same formula, charge and spin, the calculation gives 346.3 kJ/mol.

No. 2
ORCA calculation (the ωB97M-V functional and the def2-TZVPD basis) on one molecule with the formula C4HBrS at a distorted geometry.

The geometry in XYZ format:
```
7
Properties=species:S:1:pos:R:3:forces:R:3:mulliken_charge:R:1
C 0.807013 0.217804 -0.240803 0.52 0.27 0.41 0.265
C 0.484104 1.357908 0.184364 -1.37 1.34 -0.94 -0.239
C 0.662668 -1.183113 -0.236479 0.60 0.05 0.43 -0.285
C -0.494919 -0.764981 0.043160 -0.02 0.16 -0.77 0.187
S -0.663008 2.475599 0.140712 0.88 1.10 0.55 -0.330
Br -2.110677 -0.213564 0.050858 -2.58 -0.09 0.29 0.048
H 1.314822 -1.889655 0.058185 1.97 -2.83 0.02 0.354
```
Forces are in eV/Å.

The value obtained for the orbital gap is 0.2744 Eh. As for the SMILES: S=C=C1C=C1Br. The calculation puts the maximum force at 3.4 eV Å⁻¹. The calculation puts the HOMO energy at -0.278 Ha. For the energy above the lowest of the compared OMol25 structures with the same formula, charge and spin, the calculation gives 158.9 kJ/mol.

No. 3
ORCA calculation (the ωB97M-V functional and the def2-TZVPD basis) on a 2-piece molecular cluster, C4HClF4 overall at a distorted geometry.

The geometry in XYZ format:
```
10
Properties=species:S:1:pos:R:3:forces:R:3:mulliken_charge:R:1
C -2.562515 -1.045871 1.013199 -0.67 1.32 -0.31 0.444
C -2.766260 0.118073 0.834393 0.60 0.77 0.17 -0.077
C 0.637826 0.764660 -0.580613 1.92 -2.32 1.77 0.070
C 0.316129 1.389014 0.544487 0.67 1.74 -1.08 0.270
F -2.684429 -2.288713 1.127480 0.18 -1.64 0.19 -0.232
F 0.546485 1.246107 -1.789314 -0.47 1.23 -1.07 -0.216
F 0.413612 0.943041 1.766013 0.12 -0.58 0.10 -0.205
F 0.061716 2.703999 0.561348 -0.36 -0.44 -0.06 -0.222
Cl -2.612621 1.770302 0.748352 -0.57 -0.57 -0.03 -0.116
H 1.319873 -0.126541 -0.559775 -1.43 0.48 0.30 0.283
```
Forces are in eV/Å.

The value obtained for the orbital gap is 0.3812 Eh. As for the SMILES: FC=C(F)F.FC#CCl. The calculation puts the maximum force at 3.5 eV Å⁻¹. The calculation puts the HOMO energy at -0.360 Ha. For the energy above the lowest of the compared OMol25 structures with the same formula, charge and spin, the calculation gives 315.0 kJ/mol.

No. 4
ORCA calculation (the ωB97M-V functional and the def2-TZVPD basis) on C4HCuLiO4 as an isolated structure at a distorted geometry.

The geometry in XYZ format:
```
11
Properties=species:S:1:pos:R:3:forces:R:3:mulliken_spin:R:1
O -0.880949 2.920404 -0.053464 -0.13 -0.66 0.16 0.000
C -0.533485 3.968751 -0.300017 0.07 0.48 -0.11 0.000
C -0.880587 -1.166111 -0.836337 0.74 -1.83 2.01 -0.021
C -1.467211 -1.786819 0.061586 -1.87 1.31 -0.83 0.058
H -2.308449 -2.080425 0.670952 0.18 -0.32 -0.07 0.000
Li -1.186168 0.915882 0.461682 -0.14 0.33 0.00 0.002
O 1.946750 -1.645090 0.353632 1.19 0.65 0.20 0.477
C 1.103916 -0.814170 0.010583 -1.12 -0.87 -1.78 -0.054
O 0.927728 0.323208 0.526937 0.35 0.73 0.51 0.161
O 0.439364 -1.086278 -1.130895 -0.08 0.18 -0.84 0.069
Cu 2.839091 0.450648 0.235342 0.83 -0.01 0.74 0.307
```
Forces are in eV/Å.

The value obtained for the orbital gap (alpha / beta) is 0.3343 / 0.1959 Eh. As for the total charge: +2. Its expectation value of S² is 0.763. The calculation puts the maximum force at 2.8 eV Å⁻¹. As for the spin multiplicity: 2. The calculation puts the HOMO energy (alpha / beta) at -0.719 / -0.708 Ha.

No. 5
ORCA calculation (the ωB97M-V functional and the def2-TZVPD basis) on C4HLiNaO as an isolated structure at a distorted geometry.

The geometry in XYZ format:
```
8
Properties=species:S:1:pos:R:3:forces:R:3:mulliken_spin:R:1
C 2.892686 0.081249 0.668892 -0.30 -1.09 -0.40 0.027
C 1.788600 -0.549257 0.402170 0.55 2.45 1.36 0.032
O -1.396645 -0.133292 -0.401679 -0.26 0.37 -0.07 -0.018
C -0.351354 0.695756 -0.253902 1.26 -1.37 -0.53 0.034
C 0.699688 0.270974 0.496151 -1.24 -0.91 -1.70 0.123
H -0.291231 1.526868 -0.972972 -0.07 0.31 0.88 -0.002
Na -1.953110 -0.445585 1.706814 0.10 -0.08 -0.04 0.436
Li -1.388636 -1.446715 -1.645471 -0.05 0.32 0.50 0.369
```
Forces are in eV/Å.

The value obtained for the orbital gap (alpha / beta) is 0.1272 / 0.2714 Eh. Its expectation value of S² is 0.752. The calculation puts the maximum force at 2.9 eV Å⁻¹. As for the spin multiplicity: 2. The calculation puts the HOMO energy (alpha / beta) at -0.158 / -0.278 Ha.

No. 6
ORCA calculation (the ωB97M-V functional and the def2-TZVPD basis) on one molecule with the formula C4HN3O3 at a distorted geometry.

The geometry in XYZ format:
```
11
Properties=species:S:1:pos:R:3:forces:R:3:mulliken_charge:R:1
C -2.301577 1.960064 -0.224181 1.14 1.45 -1.08 0.108
C -0.667130 -1.435637 -0.466212 2.12 3.99 2.27 -0.247
C -1.546297 0.813726 -0.043623 -2.74 -0.40 -0.09 0.521
C 1.460638 -0.205374 0.166613 -2.61 0.96 0.34 0.787
N -2.764653 2.965479 -0.613951 0.34 -1.62 1.09 -0.335
N -1.407805 -0.358129 -0.193012 1.74 -1.11 -0.81 -0.118
N 2.861749 -0.371486 0.353053 3.17 -1.38 1.66 -0.007
O 1.194686 0.934946 -0.213255 -0.24 -2.64 0.59 -0.487
O 3.475694 -0.541042 1.408705 -2.75 0.54 -2.36 -0.239
O 0.638459 -1.331752 0.332427 0.74 1.66 -1.65 -0.304
H -0.943760 -2.430795 -0.506563 -0.93 -1.45 0.04 0.321
```
Forces are in eV/Å.

The value obtained for the orbital gap is 0.2521 Eh. The calculation puts the maximum force at 5.1 eV Å⁻¹. The calculation puts the HOMO energy at -0.324 Ha. For the energy above the lowest of the compared OMol25 structures with the same formula, charge and spin, the calculation gives 464.3 kJ/mol.